Entry from the OMol25 dataset: a 2-piece molecular cluster, CH2N2O3S overall in a non-equilibrium geometry (ωB97M-V with the def2-TZVPD basis set).

Last column: natural (NBO) charge in e.
Element x y z (Å)
C  -0.730447  2.828078  -2.224292  0.5008
N  0.084171  -0.248488  0.032719  -0.4579
N  -0.058268  -1.064383  0.938386  0.5496
O  -1.226828  -0.865216  1.551960  -0.4967
O  -0.460193  3.081569  -1.164981  -0.5001
O  0.621566  -2.017085  1.224583  -0.4337
S  1.342047  -0.315573  -1.091231  0.2238
H  -1.427267  0.053952  1.455676  0.4948
H  1.855217  -1.452855  -0.722820  0.1195

Force components x, y, z for each atom (eV/Å):
C -0.067 -0.071 -0.273
N 0.228 1.991 -1.859
N 0.826 0.053 -1.531
O -1.204 -1.798 2.445
O 0.067 0.064 0.277
O 0.221 -1.016 0.755
S -0.501 0.735 0.258
H -0.185 1.185 -0.427
H 0.615 -1.143 0.355

For the molar mass, the calculation gives 122.11 g mol⁻¹. Its gap between HOMO and LUMO is 0.362 Eh. Its relative energy (zero: lowest compared OMol25 entry of this formula, charge and spin) is 374.8 kJ/mol.